No. 1
Computed, not measured: one molecule with the formula C2H4N2O2 at a distorted geometry, with ωB97M-V/def2-TZVPD.

Relative energy (zero: lowest compared OMol25 entry of this formula, charge and spin), kcal/mol: 41.0
Gap between HOMO and LUMO, eV: 10.860
HOMO, eV: -10.084
SMILES: NC(=O)NC=O

XYZ file:
```
10
C2H4N2O2, DFT ωB97M-V/def2-TZVPD
N 1.39 -0.61 -0.45
C 0.56 -0.29 0.58
O 0.66 -0.66 1.71
N -0.46 0.91 0.17
C -1.47 0.13 -0.20
O -1.21 -1.07 -0.22
H 2.35 -0.69 -0.16
H 1.22 -0.14 -1.32
H -0.58 1.91 0.36
H -2.46 0.51 -0.47
```

Mulliken population analysis, charges in e, atoms 1 to 4: N -0.424; C 0.764; O -0.531; N -0.321

=====

No. 2
Computed, not measured: one molecule with the formula C16H17F3N4O3 at a distorted geometry, with ωB97M-V/def2-TZVPD.

Gap between HOMO and LUMO, eV: 9.672
HOMO, eV: -9.694
SMILES: O=C(O)CCC(=O)N1CCC(n2nnc3cc(C(F)(F)F)ccc32)CC1

XYZ file:
```
43
C16H17F3N4O3, DFT ωB97M-V/def2-TZVPD
O -3.31 3.02 -2.97
C -2.21 2.75 -2.56
O -1.12 2.90 -3.30
C -1.98 2.19 -1.15
C -1.66 0.69 -1.17
C -0.23 0.41 -1.62
O 0.53 1.32 -1.95
N 0.16 -0.87 -1.63
C -0.69 -2.00 -1.32
C 0.15 -3.22 -0.92
C 1.36 -2.75 -0.08
N 0.86 -2.05 1.08
N 0.19 -2.79 1.97
N -0.30 -2.08 2.89
C 0.03 -0.78 2.66
C -0.30 0.37 3.37
C 0.17 1.56 2.85
C -0.14 2.87 3.52
F -0.78 3.71 2.69
F -0.92 2.74 4.61
F 0.97 3.51 3.92
C 0.96 1.61 1.69
C 1.29 0.48 0.99
C 0.80 -0.74 1.46
C 2.29 -1.93 -0.97
C 1.50 -1.21 -2.07
H -0.33 2.53 -2.85
H -2.90 2.35 -0.58
H -1.17 2.74 -0.68
H -1.78 0.30 -0.16
H -2.35 0.17 -1.83
H -1.32 -2.25 -2.18
H -1.35 -1.74 -0.49
H -0.46 -3.90 -0.33
H 0.52 -3.75 -1.79
H 1.88 -3.63 0.31
H -0.89 0.32 4.26
H 1.31 2.57 1.35
H 1.90 0.57 0.10
H 2.87 -1.24 -0.36
H 3.01 -2.61 -1.45
H 1.42 -1.85 -2.96
H 2.00 -0.28 -2.37
```

Mulliken population analysis, charges in e, atoms 1 to 4: O -0.589; C 0.433; O -0.531; C -0.836

=====

No. 3
Computed, not measured: C37H40Cl2N8O2PdS2Si as an isolated structure at a distorted geometry, with ωB97M-V/def2-TZVPD.

Relative energy (zero: lowest compared OMol25 entry of this formula, charge and spin), kcal/mol: 17.5
Gap between HOMO and LUMO, eV: 6.819
HOMO, eV: -7.228

XYZ file:
```
93
C37H40Cl2N8O2PdS2Si, DFT ωB97M-V/def2-TZVPD
Pd -0.10 0.55 0.09
C -4.10 -0.03 3.94
Si -3.06 -1.54 4.25
C -4.08 -3.08 3.96
C -2.45 -1.50 6.01
C -1.53 -1.68 3.15
C -0.69 -2.78 3.39
C 0.46 -3.00 2.65
C 0.79 -2.08 1.67
N 0.03 -1.03 1.44
C -1.12 -0.84 2.12
S -1.96 0.56 1.45
H -4.94 -0.03 4.64
H -4.52 -0.03 2.93
H -3.54 0.89 4.08
H -4.95 -3.09 4.62
H -3.50 -3.98 4.15
H -4.44 -3.11 2.93
H -3.29 -1.46 6.71
H -1.81 -0.63 6.19
H -1.86 -2.39 6.26
H -0.95 -3.48 4.18
H 1.10 -3.85 2.83
H 1.68 -2.18 1.06
C -3.02 1.33 -4.82
C -3.97 0.42 -4.04
C -4.19 0.95 -2.63
C -3.51 -1.04 -4.04
N -2.23 -1.24 -3.36
C -1.97 -1.41 -2.06
N -0.68 -1.43 -1.89
N -0.14 -1.25 -3.11
N -1.06 -1.13 -4.00
H -3.43 2.34 -4.87
H -2.86 0.97 -5.84
H -2.04 1.38 -4.34
H -4.93 0.41 -4.56
H -3.25 1.02 -2.08
H -4.87 0.30 -2.06
H -4.63 1.95 -2.66
H -3.38 -1.41 -5.06
H -4.25 -1.66 -3.54
H -2.72 -1.51 -1.29
Cl 6.39 2.10 -0.09
C 6.13 2.17 -1.80
C 7.13 1.69 -2.63
C 6.93 1.63 -4.00
C 5.73 2.06 -4.53
C 4.75 2.57 -3.69
Cl 3.26 3.13 -4.40
C 4.92 2.66 -2.30
N 3.90 3.16 -1.49
C 4.12 4.13 -0.52
C 5.10 5.11 -0.74
C 5.34 6.11 0.17
C 4.58 6.18 1.33
C 3.60 5.23 1.55
C 3.34 4.19 0.65
C 2.20 3.26 1.04
C 2.16 1.78 0.64
O 1.91 1.47 -0.61
O 2.19 0.95 1.53
H 8.05 1.33 -2.18
H 7.70 1.24 -4.64
H 5.54 2.02 -5.59
H 3.06 2.59 -1.41
H 5.67 5.05 -1.65
H 6.11 6.84 -0.03
H 4.76 6.96 2.06
H 3.01 5.28 2.46
H 1.26 3.68 0.67
H 2.14 3.27 2.13
S -1.04 5.65 -3.78
C -0.93 4.15 -2.87
C -1.69 4.04 -1.70
C -1.56 2.91 -0.93
N -0.75 1.89 -1.24
C -0.02 2.01 -2.36
C -0.09 3.09 -3.20
C -0.61 5.09 -5.41
C 0.61 5.45 -5.97
C 0.89 4.99 -7.26
N 0.06 4.24 -7.97
C -1.11 3.92 -7.42
C -1.50 4.32 -6.15
H -2.37 4.82 -1.40
H -2.15 2.80 -0.03
H 0.65 1.18 -2.59
H 0.53 3.11 -4.08
H 1.32 6.04 -5.42
H 1.83 5.24 -7.72
H -1.78 3.31 -8.02
H -2.46 4.04 -5.74
```

Mulliken population analysis, charges in e, atoms 1 to 4: Pd -0.116; C -0.992; Si 0.185; C -1.041

=====

No. 4
Computed, not measured: a 2-piece molecular cluster, H3N2O2P overall at a distorted geometry, with ωB97M-V/def2-TZVPD.

Relative energy (zero: lowest compared OMol25 entry of this formula, charge and spin), kcal/mol: 120.8
Gap between HOMO and LUMO, eV: 9.274
HOMO, eV: -9.979

XYZ file:
```
8
H3N2O2P, DFT ωB97M-V/def2-TZVPD
N 1.15 -0.28 -0.64
N -0.81 0.13 0.93
O -0.32 -0.88 1.43
O -1.71 0.69 1.51
P 0.09 0.99 -0.36
H 2.09 0.13 -0.82
H 1.21 -1.27 -0.81
H -1.70 0.50 -1.25
```

Mulliken population analysis, charges in e, atoms 1 to 4: N -0.355; N 0.748; O -0.525; O -0.538

=====

No. 5
Computed, not measured: a 2-piece molecular cluster, C2H4N2 overall at a distorted geometry, with ωB97M-V/def2-TZVPD.

Relative energy (zero: lowest compared OMol25 entry of this formula, charge and spin), kcal/mol: 124.4
Gap between HOMO and LUMO (alpha / beta), eV: 8.724 / 9.309
HOMO (alpha / beta), eV: -8.050 / -8.392

XYZ file:
```
8
C2H4N2, DFT ωB97M-V/def2-TZVPD
C -1.54 -0.18 -0.28
C -0.55 0.62 0.09
N 2.49 -0.34 0.07
N 1.56 0.36 -0.30
H -1.20 -1.14 -0.78
H -2.48 0.15 -0.04
H -0.51 1.55 0.50
H 2.23 -1.03 0.74
```

Mulliken population analysis, charges in e, atoms 1 to 4: C -0.454; C -0.307; N -0.276; N -0.043

=====

No. 6
Computed, not measured: an isolated ion of composition C6H8FN2O3 and charge -1 at a distorted geometry, with ωB97M-V/def2-TZVPD.

Relative energy (zero: lowest compared OMol25 entry of this formula, charge and spin), kcal/mol: 9.6
Gap between HOMO and LUMO, eV: 7.473
HOMO, eV: -4.041
SMILES: CC(C)(F)[C@@]1(C(=O)[O-])N=CON1
Charge: -1

XYZ file:
```
20
C6H8FN2O3, DFT ωB97M-V/def2-TZVPD
C -0.97 0.06 1.51
C 0.41 0.03 0.82
C 1.13 1.41 1.08
F 1.23 -0.99 1.37
C 0.26 -0.36 -0.67
C 1.63 -0.36 -1.74
O 2.09 -1.38 -2.21
O 2.07 0.80 -1.71
N -0.51 -1.80 -0.66
C -1.62 -1.59 -1.23
O -1.91 -0.33 -1.61
N -0.75 0.46 -1.31
H -1.56 -0.92 1.26
H -1.49 0.86 1.13
H -0.66 0.17 2.60
H 1.99 1.27 1.80
H 1.75 1.70 0.13
H 0.43 2.24 1.36
H -2.43 -2.44 -1.20
H -1.10 1.17 -0.73
```

Mulliken population analysis, charges in e, atoms 1 to 4: C -1.589; C 1.214; C -1.235; F -0.418